# 1
DFT (ωB97M-V with the def2-TZVPD basis set) results for 3 unconnected molecules or ions with the total composition C31H50BF2NO8Si.

Output
HOMO level	-8.58	eV
strongest force on any atom	5.0	eV Å⁻¹
structure (SMILES)	[H]/N=C/CB(CCCCCCCC[Si](C)(C)c1ccccc1)CCCCCOC(C)=O.O=C1OC[C@@H](F)O1.O=C1OC[C@@H](F)O1
energy relative to the best compared isomer or geometry (same formula, charge and spin)	763.44	kJ/mol
LUMO level	0.339	eV

Each line ends with the Mulliken charge.
Atoms and positions in Å:
C: 3.458 2.588 2.702  -0.777
C: 2.565 3.924 2.856  0.664
O: 1.739 4.001 3.798  -0.588
O: 2.661 5.032 1.932  -0.448
C: 1.926 4.556 0.755  0.602
C: 1.944 5.575 -0.479  -0.885
C: 1.400 4.779 -1.768  -0.305
C: 2.443 3.695 -2.363  -0.467
C: 1.583 2.587 -3.161  -0.730
B: 2.121 1.046 -2.907  0.187
C: 3.369 0.593 -3.880  -0.559
C: 3.798 -0.933 -3.715  -0.129
N: 4.670 -1.226 -2.757  -0.599
C: 1.447 0.051 -1.796  -1.038
C: 0.887 0.807 -0.492  0.505
C: -0.669 1.197 -0.558  0.989
C: -1.099 2.171 0.643  0.021
C: -2.656 2.134 1.022  -0.395
C: -3.053 1.056 2.141  -0.545
C: -3.223 -0.442 1.571  -0.001
C: -4.578 -0.695 0.735  -0.586
Si: -4.352 -1.044 -1.131  0.232
C: -6.118 -1.523 -1.797  -1.053
C: -3.792 0.454 -2.183  -0.749
C: -3.212 -2.521 -1.552  0.790
C: -3.787 -3.666 -2.473  -0.417
C: -2.892 -4.891 -2.883  -0.451
C: -1.439 -5.078 -2.390  -0.396
C: -0.859 -3.949 -1.476  -0.337
C: -1.737 -2.705 -1.102  -0.034
H: 4.055 2.355 3.645  0.349
H: 4.187 2.762 1.824  0.325
H: 2.778 1.712 2.373  0.124
H: 0.860 4.333 1.107  0.100
H: 2.418 3.586 0.400  -0.463
H: 2.952 6.084 -0.637  0.286
H: 1.173 6.401 -0.261  0.315
H: 0.450 4.219 -1.443  0.004
H: 1.106 5.470 -2.627  0.395
H: 3.114 3.213 -1.576  0.264
H: 3.124 4.252 -3.095  0.402
H: 0.458 2.690 -2.999  0.365
H: 1.756 2.783 -4.292  0.359
H: 4.265 1.317 -3.784  0.345
H: 2.990 0.725 -4.965  0.277
H: 3.380 -1.744 -4.421  0.301
H: 4.822 -2.251 -2.790  0.254
H: 2.300 -0.644 -1.435  0.263
H: 0.685 -0.621 -2.322  0.271
H: 1.470 1.773 -0.296  -0.633
H: 1.033 0.105 0.397  0.630
H: -1.308 0.238 -0.611  -0.950
H: -0.854 1.731 -1.566  0.084
H: -0.879 3.247 0.279  -0.142
H: -0.392 1.951 1.525  0.045
H: -2.903 3.173 1.472  0.366
H: -3.366 2.004 0.138  -0.175
H: -2.156 1.012 2.876  -0.031
H: -3.951 1.365 2.795  0.370
H: -2.258 -0.727 1.034  -0.112
H: -3.278 -1.128 2.503  0.318
H: -5.140 -1.604 1.181  0.295
H: -5.245 0.236 0.912  0.317
H: -6.406 -2.478 -1.240  0.277
H: -6.887 -0.706 -1.553  0.291
H: -6.037 -1.764 -2.909  0.242
H: -2.652 0.465 -2.374  0.000
H: -4.183 1.469 -1.824  0.378
H: -4.257 0.300 -3.234  0.374
H: -4.835 -3.662 -2.909  0.120
H: -3.324 -5.687 -3.573  0.291
H: -0.785 -5.984 -2.664  0.225
H: 0.223 -4.042 -1.081  0.190
H: -1.224 -1.917 -0.464  0.179
C: 1.060 2.323 6.257  -0.099
C: 1.146 0.904 5.796  0.523
O: 0.421 0.198 6.782  -0.354
C: -0.507 1.080 7.251  0.626
O: -1.466 0.766 7.896  -0.520
O: -0.214 2.360 6.890  -0.325
F: 2.429 0.465 5.806  -0.307
H: 1.835 2.577 6.987  0.242
H: 1.110 3.033 5.430  0.140
H: 0.701 0.724 4.813  0.164
C: 1.973 -7.445 -0.897  -0.438
C: 3.028 -7.321 0.156  0.271
O: 3.176 -5.924 0.302  -0.293
C: 1.961 -5.395 -0.011  0.604
O: 1.625 -4.276 0.255  -0.550
O: 1.170 -6.298 -0.657  -0.240
F: 4.205 -7.837 -0.272  -0.291
H: 2.381 -7.397 -1.911  0.288
H: 1.390 -8.361 -0.797  0.280
H: 2.758 -7.765 1.118  0.289

# 2
DFT (ωB97M-V with the def2-TZVPD basis set) results for a molecular structure, C31H50BeN5O12PS3.

Output
HOMO level	-7.44	eV
strongest force on any atom	4.9	eV Å⁻¹
LUMO level	-2.764	eV

Each line ends with the Mulliken charge.
Atoms and positions in Å:
Be: -0.755 1.724 2.092  1.270
S: 0.196 -0.101 0.180  -0.733
O: -0.050 1.376 0.047  -0.231
O: -0.682 -0.895 -0.691  0.423
O: 1.616 -0.368 -0.030  -0.331
O: -0.249 -0.237 1.598  0.267
C: -1.741 -2.945 4.678  -0.799
C: -3.065 -2.666 3.966  -0.176
C: -3.693 -1.503 4.770  -0.694
S: -2.316 -0.329 4.924  0.797
O: -2.319 0.254 6.237  -0.750
O: -2.248 0.541 3.756  -0.501
C: -0.993 -1.634 4.819  0.220
H: -1.175 -3.712 4.151  0.309
H: -2.034 -3.376 5.640  0.329
H: -3.802 -3.463 3.895  0.440
H: -2.737 -2.473 2.941  -0.054
H: -3.952 -1.928 5.739  0.411
H: -4.588 -1.030 4.369  0.327
H: -0.349 -1.491 5.684  0.514
H: -0.381 -1.406 3.943  -0.411
C: 4.887 1.533 0.332  -0.897
C: 4.624 0.343 1.253  -0.392
C: 3.565 0.718 2.298  -0.227
S: 2.950 2.374 1.879  0.703
O: 3.728 3.380 2.558  -0.673
O: 1.506 2.367 2.049  -0.335
C: 3.548 2.261 0.174  0.452
H: 5.235 1.190 -0.638  0.334
H: 5.594 2.193 0.836  0.377
H: 5.563 0.026 1.703  0.519
H: 4.242 -0.461 0.625  0.006
H: 3.652 0.912 3.369  0.553
H: 2.742 0.027 2.133  -0.170
H: 3.560 3.270 -0.236  0.669
H: 2.789 1.673 -0.341  -0.633
C: 0.603 3.734 -1.931  -0.695
O: 0.760 4.792 -0.981  -0.258
P: -0.361 4.969 0.116  0.316
O: -0.615 3.832 1.001  0.096
O: 0.134 6.313 0.810  -0.379
C: 1.152 6.218 1.812  -0.384
O: -1.626 5.412 -0.750  -0.316
C: -1.674 6.739 -1.286  -0.649
H: -0.154 2.994 -1.680  0.274
H: 1.504 3.115 -1.924  0.261
H: 0.487 4.178 -2.916  0.454
H: 0.741 6.673 2.714  0.258
H: 1.966 6.872 1.505  0.245
H: 1.458 5.188 1.984  0.063
H: -0.664 6.998 -1.610  0.303
H: -1.982 7.447 -0.516  0.253
H: -2.361 6.842 -2.121  0.255
N: -1.318 -3.244 -2.046  0.828
C: -0.314 -3.956 -2.662  -0.315
C: -0.868 -4.944 -3.435  -0.744
C: -2.268 -4.785 -3.327  -0.681
C: -2.498 -3.916 -2.299  -0.680
H: -1.198 -2.465 -1.410  0.071
H: 0.701 -3.721 -2.385  0.411
H: -0.337 -5.719 -3.962  0.437
H: -2.966 -5.409 -3.863  0.437
H: -3.421 -3.636 -1.815  0.485
N: 2.613 -0.222 -2.518  1.051
C: 2.154 -1.265 -3.285  -0.217
C: 2.945 -1.443 -4.390  -0.963
C: 3.895 -0.397 -4.340  -0.647
C: 3.710 0.290 -3.178  -0.754
H: 2.316 -0.051 -1.557  -0.346
H: 1.316 -1.810 -2.886  0.184
H: 2.927 -2.190 -5.165  0.481
H: 4.666 -0.179 -5.063  0.436
H: 4.330 1.064 -2.754  0.412
N: -0.987 0.093 -3.273  0.815
C: -1.992 -0.454 -4.026  -0.506
C: -2.088 0.310 -5.167  -0.667
C: -1.085 1.313 -5.148  -1.329
C: -0.462 1.162 -3.930  -0.136
H: -0.675 -0.321 -2.395  -0.349
H: -2.613 -1.279 -3.720  0.371
H: -2.799 0.108 -5.954  0.423
H: -0.828 1.985 -5.949  0.431
H: 0.346 1.681 -3.451  0.607
N: 2.005 -2.684 1.396  0.551
C: 3.122 -3.386 1.800  -0.383
C: 2.725 -4.690 2.089  -0.979
C: 1.327 -4.679 2.052  -0.651
C: 0.896 -3.451 1.639  -0.488
H: 1.915 -1.710 1.110  -0.294
H: 4.069 -2.881 1.692  0.430
H: 3.306 -5.492 2.513  0.384
H: 0.648 -5.441 2.405  0.440
H: -0.035 -3.015 1.308  0.532
N: -3.449 -1.023 0.006  0.551
C: -4.509 -1.098 -0.858  -0.359
C: -5.660 -0.746 -0.216  -0.932
C: -5.292 -0.442 1.123  -0.757
C: -3.934 -0.558 1.215  -0.353
H: -2.474 -1.101 -0.263  0.160
H: -4.307 -1.352 -1.886  0.322
H: -6.646 -0.738 -0.650  0.445
H: -5.931 -0.182 1.952  0.433
H: -3.214 -0.393 1.998  0.392